39
Properties=species:S:1:pos:R:3:forces:R:3:lowdin_charge:R:1 method="wB97M-V/def2-TZVPD" s2=2.00 relative_energy_kj_mol=149.1 spin_multiplicity=3 gap_ev="6.933 / 8.550" homo_energy_ev="-6.470 / -8.778" total_charge=0 mol_weight_g_mol=463.43
H 0.49698 -2.73743 2.19337 -0.082 0.023 -0.059 0.12
N 0.94063 -1.39787 0.63971 0.562 -0.883 -0.028 0.11
B 1.74528 -0.11875 -1.34355 -0.741 0.901 -0.115 -0.48
N 1.69046 -1.40187 -0.48709 0.127 -0.296 0.828 0.04
C 2.28084 -2.60863 -0.58486 -0.858 0.462 0.550 -0.02
Pd -0.74111 1.15815 0.81352 -0.535 -2.044 0.659 0.92
H 2.94640 -2.81896 -1.40434 -0.047 -0.023 -0.009 0.13
C 1.85018 -3.39012 0.48833 0.060 0.257 0.194 -0.02
H 2.08620 -4.41694 0.68740 0.154 -0.073 0.021 0.10
C 1.02950 -2.57254 1.27178 0.214 0.065 -0.918 -0.03
H 2.55713 -0.20119 -2.21627 0.069 -0.146 0.067 0.12
C -1.91041 2.72701 1.08656 -1.451 1.842 0.217 -0.22
H -2.35297 2.50718 2.07119 0.002 0.211 -0.264 0.00
H -2.66811 2.71114 0.28967 0.163 0.269 0.375 0.00
H -1.29957 3.63890 1.09350 -0.373 -0.070 -0.079 -0.02
N 2.01749 1.12742 -0.45880 -0.749 0.834 0.913 0.00
N 0.33380 0.10498 -1.92285 -0.993 0.065 0.206 -0.02
N 1.09616 1.64983 0.45120 3.824 1.207 -0.107 -0.13
N -0.73222 0.37533 -1.09962 -0.369 -0.498 -2.182 -0.06
C 3.04559 1.98439 -0.56289 -0.305 0.393 0.476 -0.07
C -0.10593 -0.05075 -3.18450 -0.569 0.234 0.553 -0.06
H 3.82583 1.79259 -1.28322 0.060 0.052 0.164 0.12
H 0.59007 -0.30434 -3.96283 -0.023 0.023 -0.159 0.12
C 2.83179 3.04723 0.30984 0.213 -0.035 -0.063 -0.06
C -1.48070 0.15442 -3.18529 0.086 -0.203 -0.199 -0.05
C 1.60796 2.79972 0.93943 0.321 -1.225 -1.155 -0.12
C -1.84512 0.39307 -1.85753 1.520 -0.080 -0.028 -0.10
H 3.46823 3.89360 0.47620 0.159 0.097 -0.066 0.09
H -2.13859 0.13078 -4.02950 -0.085 -0.072 -0.210 0.09
H 1.03993 3.36841 1.66965 0.247 -0.142 -0.215 0.11
H -2.80591 0.58112 -1.40316 0.113 -0.022 -0.028 0.11
H 0.36933 -0.57763 0.90150 0.225 -0.392 0.121 0.08
Cl -4.82626 -1.54522 1.53757 -0.004 -0.301 0.031 0.60
C -3.23910 -2.07843 2.10213 0.375 0.691 0.459 -1.02
Cl -2.63589 -3.50351 1.23891 -0.100 -0.219 -0.095 0.59
C -2.16904 -0.96683 1.91751 -0.104 0.736 -0.505 -0.76
O -1.17303 -0.99352 2.67475 -0.831 -0.096 -0.780 -0.06
O -2.40817 -0.13474 0.96895 -0.270 -1.478 1.765 -0.20
H -3.31766 -2.32599 3.16364 -0.006 -0.065 -0.333 0.07


30
Properties=species:S:1:pos:R:3:forces:R:3:lowdin_charge:R:1 method="wB97M-V/def2-TZVPD" relative_energy_kj_mol=225.6 smiles=C[C@H](Bn1ccnc1)Cc1ccccc1 gap_ev=9.411 homo_energy_ev=-8.906 total_charge=0 mol_weight_g_mol=198.08
B -1.78727 -0.88871 -0.25301 -0.269 1.139 0.504 -0.28
C 4.34966 0.56036 0.14426 3.106 0.707 -0.706 -0.09
C 3.52765 1.63721 0.41118 -2.883 -2.844 -0.420 -0.07
C 3.97718 -0.59108 -0.58927 1.702 1.108 2.157 -0.08
C 2.14327 1.47003 0.12396 2.263 -0.836 -0.914 -0.01
C 2.67497 -0.70526 -0.87327 -0.842 -1.372 0.205 -0.08
C -4.68828 1.16384 0.29814 -2.152 2.595 0.352 -0.18
C -3.34910 1.04949 0.43031 0.231 -0.359 1.353 -0.10
C -4.48913 -0.82551 -0.56982 4.800 4.804 1.594 0.03
C 1.77580 0.28188 -0.51442 -0.523 1.883 -0.962 -0.28
C 0.29524 -1.38392 1.12592 -1.639 1.600 2.398 -0.06
C 0.38202 0.08122 -0.89666 -2.220 -0.665 -1.253 -0.16
C -0.45161 -0.39475 0.30024 -0.543 2.461 0.061 -0.36
N -5.26977 0.14382 -0.36061 -1.475 -2.667 -0.812 0.02
N -2.96739 -0.15362 -0.10933 -3.498 -1.331 -0.412 0.06
H -1.89726 -1.79038 -0.93253 0.005 -1.694 -0.762 0.09
H 5.44757 0.71056 0.35622 -1.228 -0.446 0.126 0.11
H 3.63344 2.36159 1.13805 1.571 1.837 0.940 0.08
H 4.64684 -1.45172 -0.62121 0.015 0.454 -0.445 0.11
H 1.53640 2.32974 0.35044 -0.801 -0.304 -0.030 0.11
H 2.36207 -1.71294 -1.15688 -0.505 0.562 -0.516 0.13
H -5.47919 1.94536 0.54743 1.999 -0.670 0.109 0.13
H -2.75402 1.66931 1.14121 -0.202 -0.572 -1.199 0.14
H -4.27454 -1.62525 -1.19109 -0.625 -1.606 -1.009 0.08
H 1.21590 -0.83565 1.43341 -0.518 -1.230 0.388 0.10
H 0.44606 -2.18552 0.47370 0.742 -1.838 -0.385 0.06
H -0.47109 -1.61133 1.97898 2.042 -0.156 -1.083 0.13
H 0.25402 -0.69163 -1.67514 0.637 -0.092 0.196 0.12
H -0.12967 0.91784 -1.41742 0.566 0.127 0.675 0.14
H -0.65976 0.52503 0.90719 0.244 -0.592 -0.149 0.13


36
Properties=species:S:1:pos:R:3:forces:R:3:lowdin_charge:R:1 method="wB97M-V/def2-TZVPD" relative_energy_kj_mol=0.0 gap_ev=9.432 homo_energy_ev=-12.679 total_charge=+1 mol_weight_g_mol=436.07
Y -0.04246 -0.39255 -1.23739 0.158 -0.096 -0.163 1.51
O -1.38209 -1.38395 -2.90543 -0.077 0.003 -0.069 -0.15
C -2.76634 -1.57499 -2.46818 0.026 -0.007 -0.072 -0.15
C -2.73153 -2.16809 -1.08098 0.046 0.043 -0.016 -0.14
N -2.05999 -1.26586 -0.12510 -0.308 -0.229 0.195 -0.23
C -2.89718 -0.09475 0.27027 0.082 -0.115 -0.070 -0.06
C -1.88931 1.04356 0.19851 -0.190 0.270 0.082 -0.63
O -1.41633 1.54709 1.19520 0.064 0.017 0.028 0.09
O -1.44755 1.22253 -1.02724 0.188 -0.169 0.173 -0.18
C -1.58176 -2.02571 1.05356 -0.048 0.065 -0.079 -0.07
C -0.22676 -2.69706 0.80232 0.180 0.036 -0.057 -0.60
O 0.16209 -3.56682 1.52846 -0.020 -0.067 -0.043 0.12
O 0.44634 -2.17115 -0.21158 -0.185 0.222 0.148 -0.20
H -1.34702 -1.38091 -3.86827 0.019 0.000 0.005 0.13
H -3.26136 -2.25619 -3.15759 0.010 -0.017 0.002 0.14
H -3.26030 -0.60383 -2.49604 -0.024 -0.004 0.003 0.12
H -2.17237 -3.10476 -1.11122 -0.007 -0.009 0.000 0.14
H -3.75324 -2.39271 -0.75806 0.000 -0.007 0.013 0.15
H -3.31349 -0.21784 1.26749 -0.004 -0.008 0.007 0.14
H -3.70186 0.05611 -0.44623 0.010 0.010 -0.014 0.13
H -2.30704 -2.77641 1.37264 -0.013 0.011 0.031 0.14
H -1.44095 -1.32712 1.88089 0.007 -0.002 0.007 0.14
C 3.10677 2.57139 2.86027 0.043 0.005 -0.016 -0.02
C 2.99843 2.10472 1.43779 -0.049 -0.002 0.063 -0.21
C 3.95424 2.40747 0.47691 0.081 0.019 -0.096 0.02
C 3.81410 1.97846 -0.84003 -0.053 -0.002 0.124 -0.05
C 2.69029 1.24057 -1.10604 -0.124 -0.089 -0.055 -0.69
Br 2.29174 0.59282 -2.86263 0.211 -0.003 -0.291 0.85
N 1.76101 0.91148 -0.22532 -0.026 0.131 0.192 -0.07
C 1.90551 1.34760 1.03122 0.063 0.020 -0.011 -0.04
H 4.04392 3.09766 3.02835 -0.005 0.000 0.001 0.09
H 3.06178 1.72834 3.54959 -0.010 -0.001 -0.004 0.10
H 2.28737 3.24707 3.10682 -0.010 -0.008 -0.007 0.10
H 4.82424 2.99324 0.74670 -0.013 0.000 0.022 0.13
H 4.53986 2.21288 -1.60363 -0.005 -0.004 -0.012 0.12
H 1.11126 1.09767 1.72395 -0.017 -0.014 -0.022 0.13


29
Properties=species:S:1:pos:R:3:forces:R:3:lowdin_charge:R:1 method="wB97M-V/def2-TZVPD" relative_energy_kj_mol=32.1 smiles="C[Si](C)(C)c1c(Br)ccc2c1C=CC2" gap_ev=9.301 homo_energy_ev=-8.478 total_charge=0 mol_weight_g_mol=267.24
C 1.16104 3.50503 0.02351 -1.030 1.179 0.255 -0.04
C 2.19780 2.67717 -0.17730 4.216 -0.357 0.043 -0.18
C -0.25131 1.44773 0.19421 1.949 -1.114 -0.047 -0.12
C -0.04604 2.82366 0.22135 -1.763 0.992 -1.236 -0.19
C 0.96084 0.54418 0.14522 -2.370 0.446 0.536 -0.16
C 2.11565 1.29412 0.01186 -0.787 -1.108 -0.548 -0.69
C -1.73670 1.22577 0.18527 1.169 -2.005 0.440 -0.04
C -2.37247 2.37335 0.17342 -1.714 0.794 0.815 -0.12
C -1.42529 3.47100 0.23194 0.411 2.080 -1.127 -0.16
C -0.00152 -1.65410 -1.64602 0.496 -0.042 -0.117 -0.18
C -0.61838 -2.08481 1.30489 0.295 0.307 0.518 -0.19
C 2.14638 -2.53240 0.42074 1.862 2.284 0.986 -0.22
Si 0.70676 -1.47403 0.10893 -1.807 2.374 -0.794 0.53
Br 3.76779 0.36362 -0.14557 0.372 0.036 0.006 0.77
H 1.24132 4.63925 0.02756 -0.168 -1.730 -0.189 0.14
H 3.28970 2.95249 -0.39802 -1.951 0.381 0.363 0.11
H -2.20644 0.26016 0.33340 0.106 0.057 -0.357 0.09
H -3.44618 2.60460 0.32794 0.757 -0.667 -0.409 0.13
H -1.49109 3.96962 1.17798 -0.380 0.479 0.856 0.12
H -1.75307 4.28843 -0.52299 1.268 -1.187 0.843 0.16
H -0.65308 -2.55636 -1.75798 0.704 0.632 -0.076 0.04
H -0.49370 -0.76693 -2.12425 0.453 -0.765 0.681 0.04
H 0.99858 -1.79582 -2.12444 -0.910 -0.155 -0.487 0.03
H -0.79698 -3.13252 0.94863 -0.079 0.767 0.657 0.05
H -0.28847 -2.03119 2.37895 -0.306 -0.401 -0.989 0.05
H -1.53711 -1.47764 1.23233 0.302 -0.518 -0.064 0.01
H 1.94373 -3.53046 0.34117 -0.852 -2.742 -0.335 0.00
H 3.10232 -2.33920 -0.07452 -0.419 0.093 -0.088 0.00
H 2.32901 -2.35203 1.49352 0.177 -0.112 -0.135 0.05


Repeat the third record exactly.
36
Properties=species:S:1:pos:R:3:forces:R:3:lowdin_charge:R:1 method="wB97M-V/def2-TZVPD" relative_energy_kj_mol=0.0 gap_ev=9.432 homo_energy_ev=-12.679 total_charge=+1 mol_weight_g_mol=436.07
Y -0.04246 -0.39255 -1.23739 0.158 -0.096 -0.163 1.51
O -1.38209 -1.38395 -2.90543 -0.077 0.003 -0.069 -0.15
C -2.76634 -1.57499 -2.46818 0.026 -0.007 -0.072 -0.15
C -2.73153 -2.16809 -1.08098 0.046 0.043 -0.016 -0.14
N -2.05999 -1.26586 -0.12510 -0.308 -0.229 0.195 -0.23
C -2.89718 -0.09475 0.27027 0.082 -0.115 -0.070 -0.06
C -1.88931 1.04356 0.19851 -0.190 0.270 0.082 -0.63
O -1.41633 1.54709 1.19520 0.064 0.017 0.028 0.09
O -1.44755 1.22253 -1.02724 0.188 -0.169 0.173 -0.18
C -1.58176 -2.02571 1.05356 -0.048 0.065 -0.079 -0.07
C -0.22676 -2.69706 0.80232 0.180 0.036 -0.057 -0.60
O 0.16209 -3.56682 1.52846 -0.020 -0.067 -0.043 0.12
O 0.44634 -2.17115 -0.21158 -0.185 0.222 0.148 -0.20
H -1.34702 -1.38091 -3.86827 0.019 0.000 0.005 0.13
H -3.26136 -2.25619 -3.15759 0.010 -0.017 0.002 0.14
H -3.26030 -0.60383 -2.49604 -0.024 -0.004 0.003 0.12
H -2.17237 -3.10476 -1.11122 -0.007 -0.009 0.000 0.14
H -3.75324 -2.39271 -0.75806 0.000 -0.007 0.013 0.15
H -3.31349 -0.21784 1.26749 -0.004 -0.008 0.007 0.14
H -3.70186 0.05611 -0.44623 0.010 0.010 -0.014 0.13
H -2.30704 -2.77641 1.37264 -0.013 0.011 0.031 0.14
H -1.44095 -1.32712 1.88089 0.007 -0.002 0.007 0.14
C 3.10677 2.57139 2.86027 0.043 0.005 -0.016 -0.02
C 2.99843 2.10472 1.43779 -0.049 -0.002 0.063 -0.21
C 3.95424 2.40747 0.47691 0.081 0.019 -0.096 0.02
C 3.81410 1.97846 -0.84003 -0.053 -0.002 0.124 -0.05
C 2.69029 1.24057 -1.10604 -0.124 -0.089 -0.055 -0.69
Br 2.29174 0.59282 -2.86263 0.211 -0.003 -0.291 0.85
N 1.76101 0.91148 -0.22532 -0.026 0.131 0.192 -0.07
C 1.90551 1.34760 1.03122 0.063 0.020 -0.011 -0.04
H 4.04392 3.09766 3.02835 -0.005 0.000 0.001 0.09
H 3.06178 1.72834 3.54959 -0.010 -0.001 -0.004 0.10
H 2.28737 3.24707 3.10682 -0.010 -0.008 -0.007 0.10
H 4.82424 2.99324 0.74670 -0.013 0.000 0.022 0.13
H 4.53986 2.21288 -1.60363 -0.005 -0.004 -0.012 0.12
H 1.11126 1.09767 1.72395 -0.017 -0.014 -0.022 0.13